25 unconnected molecules or ions with the total composition C7H57NO27P at a distorted geometry. Source: the Open Molecules 2025 dataset; level of theory: the ωB97M-V functional and the def2-TZVPD basis.

**Calculated total energy**: -2728.04752 hartree
**Net charge**: +1

Structure (XYZ):
```
93
Properties=species:S:1:pos:R:3:forces:R:3
P 1.4906 1.2416 -1.8056 2.220 -1.353 -3.740
O -4.4237 -5.4467 1.9133 -0.416 0.033 0.075
O 2.6224 -2.1198 -2.5898 -1.830 0.259 5.280
O -2.8073 -3.3290 2.7129 0.296 0.405 -0.235
O 2.0309 1.0042 -3.2431 -1.448 0.375 3.171
O -4.8908 9.5656 0.9962 0.028 -0.163 0.243
O -3.4731 1.5447 0.3949 0.456 -0.493 -0.267
O 2.5636 5.5284 -2.9909 -0.250 0.166 0.097
O 7.0215 0.0481 0.5434 -0.151 -0.170 0.116
O -2.2291 -1.0218 -4.0040 -0.008 -0.022 0.346
O -3.3779 -8.1294 1.0446 -0.164 0.030 0.281
O 3.3124 -2.3797 -0.3841 -2.804 1.006 -1.547
O -0.2224 -6.2710 -0.4988 0.195 0.680 -0.200
O -4.5209 1.2392 -2.8543 0.227 -0.053 0.041
O -2.2804 -8.0374 -1.4772 0.180 -0.015 -0.513
O -5.2767 6.6177 0.0309 0.193 -0.025 -0.168
O 4.8486 1.4857 -1.0394 0.213 0.400 -0.310
O 1.9825 4.1908 -0.4373 -0.013 -0.107 0.145
O 4.7621 -4.1873 -2.4082 -0.196 0.005 0.089
O -0.6206 -10.6471 -2.2345 0.189 0.288 -0.054
O -2.4656 2.8427 4.0560 0.135 -0.377 0.131
O -2.6315 5.2987 -0.8761 -0.128 0.057 -0.544
O 3.6163 1.1091 2.3865 -0.383 -0.173 -0.317
O 3.5581 3.3200 4.4803 0.057 0.282 -0.254
O 3.8954 2.4450 7.2822 0.078 -0.230 0.147
O 0.5517 -0.3054 2.1542 -0.002 0.021 -0.197
O -3.2068 4.1282 1.6056 0.145 0.226 0.164
O 2.0040 3.3848 -5.0024 0.241 0.023 0.186
N -2.1231 -0.8164 -0.5687 3.126 -0.801 -0.497
C 0.3144 -0.1738 -1.2382 -3.076 -1.507 1.214
C 2.3203 -2.0786 -1.3601 1.822 -0.609 -3.807
C 0.7885 -1.6859 -1.0410 -3.268 1.160 1.211
C -1.7448 -2.1959 -0.3431 3.361 0.424 -1.207
C 4.1590 -1.1947 -0.2495 0.600 1.816 0.146
C -0.2778 -2.7064 -0.5678 -0.513 4.032 -0.776
C -1.1734 0.2455 -0.9890 2.505 -3.831 0.073
H -4.9126 8.6065 0.8740 -0.087 -0.007 -0.127
H -4.1486 -8.4904 1.4990 0.158 -0.015 -0.095
H 4.0155 -0.5188 -1.1741 0.289 -1.158 1.757
H 2.1203 6.2812 -3.4019 0.174 -0.062 0.012
H -4.4374 6.1891 -0.1838 -0.016 0.052 0.056
H -5.6736 6.8012 -0.8301 -0.078 0.059 0.196
H 4.4201 2.1636 8.0423 -0.034 0.119 -0.102
H -1.7935 4.8701 -1.0864 -0.097 0.097 0.184
H -2.7984 -8.8076 -1.2126 -0.036 0.242 0.109
H -3.6842 0.8091 -3.0676 -0.199 0.128 -0.283
H 2.8328 3.8705 -5.1019 -0.152 0.021 -0.049
H 3.6467 2.0484 2.6209 0.077 -0.057 0.248
H 2.9089 4.2207 -0.7121 -0.104 0.077 -0.027
H -2.7603 1.5779 1.0460 -0.357 0.333 0.199
H -3.1162 -0.5286 -0.4367 0.776 0.039 0.083
H -3.0245 5.4807 -1.7403 0.166 0.004 0.029
H 6.1624 -0.1753 0.9231 0.172 0.219 0.161
H 0.0428 -3.7941 -0.4090 -0.910 1.575 -0.091
H -0.8925 -9.7212 -2.1609 -0.074 -0.056 0.069
H -3.3835 -7.1923 1.2808 -0.150 0.051 0.134
H -1.8331 2.2513 4.4834 -0.023 0.176 -0.018
H 4.2645 3.3340 5.1406 -0.194 -0.217 0.104
H 4.9708 1.4710 -1.9986 -0.009 0.046 0.082
H 4.2377 -4.8377 -1.9262 0.183 0.055 -0.065
H 3.2905 4.2443 4.4048 -0.002 -0.149 0.018
H -3.3149 2.5973 4.4443 0.037 0.166 -0.140
H 0.8142 2.4999 -1.7421 -0.068 -0.797 0.694
H -2.2536 -7.4921 -0.6836 0.013 -0.440 0.048
H -2.4872 -2.6255 2.1356 -0.051 -0.005 0.338
H 1.3364 0.0081 1.6844 -0.052 -0.015 0.036
H -0.6232 -6.0995 -1.3616 0.004 -0.339 0.032
H -5.2008 -5.7951 2.3686 0.079 -0.022 -0.154
H 2.8254 0.7837 2.8340 0.281 0.169 0.294
H -3.7681 2.4645 0.3242 0.012 0.041 0.215
H 0.6219 -6.6883 -0.7126 -0.170 -0.115 0.116
H -5.0923 9.6872 1.9319 0.015 0.075 -0.173
H 4.1808 -3.4156 -2.4704 0.205 -0.178 -0.135
H 2.6484 1.1606 -0.9367 -1.266 0.331 0.185
H 1.9482 4.7945 -3.1240 0.164 -0.020 -0.243
H 7.6351 -0.5568 0.9794 0.039 0.180 -0.103
H 3.8362 -0.6546 0.7285 0.659 -0.703 -1.781
H -3.5006 5.0447 1.5353 -0.008 -0.175 -0.125
H -2.4935 4.1602 2.2571 -0.260 -0.232 0.157
H -4.4152 -4.5085 2.1479 0.333 -0.239 0.092
H 1.7298 5.1202 -0.3709 0.105 -0.103 -0.120
H -0.1248 -0.3500 1.4681 0.114 0.045 0.141
H -1.5546 1.3252 -1.1251 0.357 -2.144 0.375
H -2.4916 -3.0155 -0.0216 0.885 1.915 -0.598
H 5.2848 -1.4197 -0.2176 -1.962 -0.348 -0.146
H 2.2810 2.5026 -4.7137 -0.231 -0.059 0.063
H 5.7437 1.6087 -0.6921 -0.063 -0.101 0.089
H -2.0764 -3.4779 3.3269 -0.172 -0.134 0.001
H 3.2623 1.7274 7.1565 0.056 0.166 -0.069
H -4.9144 1.4200 -3.7176 0.012 -0.060 0.117
H 0.3019 -10.5986 -2.5128 -0.155 -0.126 0.025
H -2.2578 -1.9804 -4.1206 -0.022 0.132 -0.164
H -2.4325 -0.8940 -3.0703 0.028 -0.195 -0.175
```
Forces are in eV/Å.

Results of the Löwdin charge analysis, in e, for atoms 1 through 2: P 0.818; O -0.066